The following is a DFT calculation (ωB97M-V/def2-TZVPD) of a molecular structure, C38H37GeN2O3STc.

```
83
Properties=species:S:1:pos:R:3
Tc -0.209 -0.233 -0.474
O 1.722 -0.272 -1.212
C 1.965 0.141 -2.416
C 2.991 -0.505 -3.155
C 3.275 -0.159 -4.454
C 2.584 0.880 -5.099
C 1.625 1.559 -4.387
C 1.287 1.209 -3.069
C 0.361 2.066 -2.365
N -0.203 1.786 -1.251
C -0.863 2.855 -0.509
C 0.003 3.144 0.712
N 0.309 1.873 1.375
C 1.201 1.889 2.275
C 1.727 0.728 3.022
C 2.798 0.950 3.886
C 3.459 -0.097 4.504
C 3.054 -1.401 4.234
C 1.983 -1.654 3.390
C 1.296 -0.591 2.814
O 0.201 -0.759 2.059
H 3.531 -1.299 -2.652
H 4.050 -0.699 -4.988
H 2.816 1.152 -6.120
H 1.102 2.394 -4.845
H 0.179 3.051 -2.808
H -1.845 2.500 -0.199
H -0.984 3.760 -1.110
H -0.527 3.820 1.388
H 0.924 3.643 0.394
H 1.705 2.834 2.525
H 3.127 1.971 4.053
H 4.289 0.094 5.170
H 3.578 -2.233 4.689
H 1.657 -2.665 3.186
C 0.157 -1.761 0.943
H -0.611 -2.497 1.192
H 1.128 -2.261 0.891
C -4.180 0.855 1.906
S -2.509 0.264 2.030
C -2.895 -1.372 2.625
O -2.143 0.090 0.567
H -4.703 0.214 1.193
H -4.136 1.878 1.535
H -4.651 0.832 2.889
H -3.485 -1.275 3.538
H -1.954 -1.877 2.832
H -3.453 -1.890 1.839
C -0.894 -1.230 -1.633
Ge -1.607 -2.820 -2.454
C -3.312 -3.089 -1.537
C -4.274 -2.089 -1.726
C -5.461 -2.090 -1.005
C -5.706 -3.087 -0.069
C -4.759 -4.079 0.141
C -3.571 -4.076 -0.584
C -1.907 -2.515 -4.339
C -3.106 -2.883 -4.951
C -3.295 -2.677 -6.314
C -2.287 -2.102 -7.075
C -1.091 -1.726 -6.475
C -0.904 -1.931 -5.116
C -0.212 -4.133 -2.126
C -0.420 -5.441 -1.683
C 0.654 -6.270 -1.380
C 1.952 -5.803 -1.520
C 2.177 -4.507 -1.968
C 1.104 -3.677 -2.262
H -4.091 -1.293 -2.441
H -6.196 -1.311 -1.173
H -6.631 -3.090 0.495
H -4.942 -4.858 0.871
H -2.843 -4.849 -0.386
H -3.900 -3.333 -4.366
H -4.229 -2.967 -6.781
H -2.433 -1.943 -8.137
H -0.306 -1.269 -7.065
H 0.030 -1.615 -4.657
H -1.422 -5.839 -1.596
H 0.475 -7.282 -1.037
H 2.789 -6.447 -1.280
H 3.189 -4.136 -2.074
H 1.300 -2.653 -2.565
```

* ΔE to the lowest compared entry with this formula, charge and spin: 2.234 eV
* E: -4361.26716 hartree
* charge: 0
* Kohn-Sham gap: 6.7 eV